Computed, not measured: a structure of composition C78H70N4O2P3SiSr at a distorted geometry, with ωB97M-V/def2-TZVPD.

XYZ file:
```
159
Properties=species:S:1:pos:R:3:mulliken_charge:R:1
Sr -0.73889 0.28413 -0.53955 2.70
C 2.15035 4.10691 6.43955 -0.72
C 3.05651 3.33584 5.72894 -0.99
C 2.77264 2.94327 4.43529 -0.18
C 1.59211 3.35103 3.81324 0.34
C 0.67979 4.11050 4.53932 -0.91
C 0.96156 4.48993 5.84073 -0.67
P 1.19874 2.68206 2.15043 1.64
C 0.15404 4.04430 1.49537 0.44
C -1.21501 3.89555 1.72282 -0.04
C -2.10544 4.86776 1.30152 -0.79
C -1.63916 5.98939 0.62961 -1.17
C -0.28319 6.13247 0.38546 -0.48
C 0.61288 5.16839 0.82053 -0.39
C 2.79690 2.98712 1.29628 -0.11
C 3.55066 4.09571 1.68273 -0.16
C 4.78009 4.36365 1.10823 -1.19
C 5.24433 3.53991 0.09758 -1.23
C 4.47679 2.46411 -0.31670 0.43
C 3.25724 2.14085 0.27882 -0.23
Si 2.28591 0.55280 -0.29181 0.27
C 3.52399 -0.83579 0.33422 -0.42
C 4.83698 -0.88072 -0.13870 0.45
C 5.73156 -1.87257 0.22272 -1.06
C 5.32483 -2.88447 1.07241 -1.04
C 4.03224 -2.87135 1.56045 -0.52
C 3.13873 -1.85707 1.21378 -0.01
P 1.47292 -1.84313 1.97821 1.65
C 1.87638 -0.98623 3.55422 0.77
C 0.94572 -0.06012 4.02078 -0.13
C 1.11459 0.50784 5.27303 -0.37
C 2.22790 0.19653 6.03943 -0.99
C 3.18348 -0.67542 5.54691 -1.22
C 3.00255 -1.28024 4.31472 -0.23
C 1.34803 -3.58057 2.56082 0.50
C 1.23512 -4.56270 1.57452 -0.74
C 0.99470 -5.88029 1.91064 -0.54
C 0.84877 -6.23809 3.24364 -0.91
C 0.95615 -5.27378 4.23092 -0.79
C 1.19728 -3.95264 3.89359 -0.93
C 2.54061 0.49611 -2.19890 1.29
C 3.17473 -0.57851 -2.81611 -0.56
C 3.32805 -0.65412 -4.18925 -0.88
C 2.85499 0.36803 -4.99366 -1.34
C 2.19775 1.43485 -4.40800 -0.66
C 2.01429 1.49316 -3.03010 0.75
P 1.16666 2.91215 -2.22652 1.41
C -0.45539 3.14328 -3.07140 0.34
C -0.84496 2.76836 -4.35206 -0.40
C -2.13443 3.01957 -4.79097 -0.74
C -3.04633 3.65710 -3.96515 -0.99
C -2.67119 4.02590 -2.68181 -0.37
C -1.38926 3.76005 -2.24066 0.21
C 2.12019 4.25939 -3.05976 0.57
C 3.18985 4.78767 -2.34265 -0.23
C 4.03057 5.72516 -2.91240 -0.85
C 3.80390 6.16251 -4.20618 -0.79
C 2.70941 5.68529 -4.90646 -0.90
C 1.86251 4.75098 -4.33521 -0.37
H 2.36858 4.40531 7.45466 0.39
H 3.98489 3.03514 6.19253 0.49
H 3.46944 2.32661 3.88596 0.55
H -0.24838 4.41945 4.08078 0.42
H 0.25033 5.08759 6.39229 0.44
H -1.55477 2.99866 2.23133 0.21
H -3.16521 4.75653 1.49116 0.54
H -2.32950 6.74739 0.28809 0.40
H 0.08006 6.99926 -0.14719 0.47
H 1.66621 5.29307 0.62487 0.02
H 3.17881 4.74741 2.46160 0.53
H 5.35760 5.21510 1.43742 0.42
H 6.19524 3.74020 -0.37200 0.50
H 4.82788 1.87718 -1.15066 0.23
H 5.17320 -0.11735 -0.82050 0.30
H 6.73940 -1.85891 -0.16273 0.46
H 6.00624 -3.66944 1.36166 0.43
H 3.71523 -3.66853 2.21678 0.63
H 0.12156 0.20666 3.35894 -0.08
H 0.38495 1.20389 5.65871 0.49
H 2.36048 0.65004 7.00984 0.48
H 4.06546 -0.89456 6.13032 0.45
H 3.73761 -1.97953 3.94511 0.56
H 1.35159 -4.26922 0.54050 0.67
H 0.91657 -6.63210 1.13828 0.43
H 0.65585 -7.26602 3.50965 0.38
H 0.85297 -5.55155 5.26963 0.40
H 1.29989 -3.20836 4.66956 0.40
H 3.57353 -1.37480 -2.20515 0.61
H 3.84707 -1.49134 -4.63326 0.48
H 3.01118 0.34964 -6.06422 0.42
H 1.86210 2.24502 -5.03767 0.49
H -0.16478 2.23303 -4.99907 0.34
H -2.43303 2.70029 -5.77991 0.43
H -4.05433 3.83413 -4.30868 0.41
H -3.38037 4.49094 -2.01174 0.50
H -1.09488 4.00493 -1.22752 -0.71
H 3.35875 4.44496 -1.33548 0.47
H 4.85905 6.11915 -2.34272 0.49
H 4.46763 6.88083 -4.66346 0.39
H 2.50758 6.04908 -5.90300 0.46
H 0.99559 4.42132 -4.89211 0.20
C -0.36152 -7.14017 -3.58890 -1.69
C -0.67554 -6.01137 -2.65760 0.22
C -1.60107 -6.12475 -1.66279 -0.98
C -1.83932 -5.09900 -0.70150 0.89
C -2.78126 -5.37108 0.28776 -0.96
N -3.01776 -4.80546 1.46726 0.04
C -2.11006 -4.01894 2.26281 1.51
C -2.80214 -2.91679 3.06497 -1.32
C -1.70281 -1.92990 3.49450 0.47
N -2.07375 -1.07656 4.59191 0.27
C -2.81793 0.01749 4.62480 -0.54
C -3.44891 0.77046 3.63343 0.74
C -4.48642 1.63455 4.07969 -1.11
C -5.30311 2.31655 3.21923 0.37
C -6.39946 3.21055 3.71229 -1.71
C -5.09811 2.13863 1.83992 -0.64
C -4.03693 1.41777 1.33204 1.03
C -3.88978 1.31194 -0.09549 -1.65
N -2.88278 0.81424 -0.67954 0.05
C -2.88035 0.71756 -2.08863 -2.17
C -1.55877 0.32745 -2.64899 0.99
C -1.33022 -1.08322 -2.25874 -2.42
N 0.05749 -1.31486 -2.11281 0.23
C 0.53276 -2.47908 -2.05446 -0.16
C -0.20692 -3.73890 -1.94968 -0.42
C 0.03317 -4.79299 -2.78103 -0.37
C -1.14714 -3.82686 -0.85043 0.89
O -1.36887 -2.84950 -0.10981 -0.72
C -3.07408 0.78725 2.21838 -0.67
O -1.96498 0.34497 1.83857 1.07
H -0.97614 -8.00922 -3.36722 0.38
H 0.68638 -7.42296 -3.49107 0.35
H -0.52728 -6.84633 -4.62446 0.36
H -2.13646 -7.05576 -1.53434 0.36
H -3.45279 -6.19692 0.06758 0.46
H -3.85885 -5.10059 1.94641 0.36
H -1.39498 -3.52681 1.59859 -1.24
H -1.56558 -4.69265 2.93494 -0.06
H -3.32446 -3.32782 3.93234 0.51
H -3.52383 -2.40158 2.43179 0.33
H -1.42808 -1.33101 2.60848 -1.02
H -0.83638 -2.50822 3.81851 0.57
H -1.70611 -1.36709 5.48750 0.41
H -3.03641 0.34276 5.63809 0.38
H -4.65914 1.72170 5.14336 0.38
H -6.45332 3.19018 4.79810 0.36
H -7.36374 2.90377 3.30830 0.34
H -6.22329 4.23798 3.39522 0.35
H -5.79025 2.60978 1.15457 0.46
H -4.73792 1.68304 -0.68700 0.28
H -3.24526 1.64782 -2.54061 0.90
H -3.59992 -0.06626 -2.38691 0.71
H -0.78942 0.97086 -2.28641 -1.33
H -1.55541 0.44361 -3.73284 0.69
H -1.80267 -1.77403 -2.96812 0.71
H -1.85937 -1.20648 -1.33096 0.81
H 1.61625 -2.54119 -2.03015 0.26
H 0.76047 -4.68161 -3.57680 0.63
```

Its HOMO-LUMO gap is 4.57 eV. Its net charge is +1.

=====

Computed, not measured: a cluster of 2 separate species, C13H31BN6O4P in total at a distorted geometry, with ωB97M-V/def2-TZVPD.

XYZ file:
```
56
Properties=species:S:1:pos:R:3:mulliken_charge:R:1
C -1.89140 4.14200 -0.30558 -1.23
C -1.19510 2.89043 0.28561 -0.01
C -0.53239 2.09031 -0.79522 0.33
O 0.41546 2.42384 -1.42116 -0.51
O -1.13692 0.85733 -1.04209 -0.28
C -1.51240 0.61583 -2.39190 -0.70
C -1.74158 -0.89375 -2.51760 -0.63
N -1.24038 -1.52103 -3.74457 0.43
N -2.14939 -2.09192 -4.60900 -0.50
C -1.46122 -2.61529 -5.61432 -0.12
N -0.17099 -2.42985 -5.47694 -0.56
C -0.02955 -1.74662 -4.30610 0.64
N 1.15697 -1.33951 -3.82961 0.14
P 2.60308 -1.73687 -4.73493 0.29
O 3.15011 -0.66244 -5.56451 -0.54
B 1.46704 -0.53588 -2.58681 0.08
N 1.16643 -0.97972 -1.25855 -0.15
O 2.12215 0.61135 -2.85651 -0.40
H -2.96242 4.11695 -0.10538 0.32
H -1.76387 4.19460 -1.38885 0.36
H -1.47109 5.05530 0.11179 0.35
H -1.90679 2.26432 0.82186 0.27
H -0.41682 3.18357 0.99421 0.23
H -2.45736 1.13455 -2.58346 0.46
H -0.76890 0.99338 -3.10206 0.45
H -2.81324 -1.10337 -2.51945 0.41
H -1.33964 -1.40909 -1.64391 0.38
H -3.14443 -2.09957 -4.45078 0.22
H -1.93654 -3.13177 -6.43800 0.45
H 3.38984 -2.14710 -3.65165 0.10
H 2.21497 -2.90353 -5.38444 0.12
H 0.45491 -0.43983 -0.77504 0.03
H 0.96019 -1.96724 -1.17266 0.27
H 2.69955 0.90034 -2.13803 0.32
C -0.73041 0.50164 5.93308 -1.47
C -0.16505 0.80793 4.55500 -0.18
N 1.13418 0.20099 4.32424 0.20
C 1.81355 0.71595 3.15375 -1.44
C 1.17705 0.45596 1.78116 -0.33
C 1.20208 -1.23712 4.52338 -0.75
C 0.26281 -2.12434 3.69380 -0.86
H -0.01393 0.76927 6.70989 0.34
H -1.64198 1.07773 6.09415 0.44
H -0.98721 -0.55154 6.04916 0.29
H -0.03319 1.88977 4.46260 0.42
H -0.91366 0.52114 3.79580 0.14
H 2.83510 0.32766 3.15114 0.40
H 1.91153 1.79800 3.28531 0.45
H 1.29316 -0.58034 1.46706 0.12
H 1.66695 1.07924 1.02774 0.49
H 0.11251 0.70392 1.77952 0.18
H 1.01326 -1.43897 5.57930 0.39
H 2.23692 -1.54441 4.35545 0.34
H -0.75701 -1.73576 3.68405 0.23
H 0.22701 -3.12463 4.12814 0.38
H 0.59806 -2.23179 2.66190 0.22
```

Its HOMO-LUMO gap is 6.95 eV. Its net charge is +1.

=====

Computed, not measured: the ion C3H7N2S with charge +1 at a distorted geometry, with ωB97M-V/def2-TZVPD.

XYZ file:
```
13
Properties=species:S:1:pos:R:3:mulliken_charge:R:1
C -2.92531 -0.71559 -0.09103 -0.24
N -1.84486 -0.05323 -0.03879 0.16
C -0.89045 0.70782 0.16361 -0.27
S 0.68158 0.01382 -0.58836 0.34
C 1.64416 1.45505 -0.13619 -0.80
N 1.56252 -1.22881 0.10188 -0.39
H -2.99117 -1.61073 0.52037 0.25
H -3.66623 -0.37528 -0.65832 0.31
H 2.56129 1.17597 0.25196 0.37
H 0.98796 1.92995 0.68430 0.38
H 1.94091 2.07102 -1.00895 0.33
H 1.20497 -2.03683 -0.25305 0.28
H 1.73463 -1.33315 1.05255 0.27
```

Its HOMO-LUMO gap is 8.16 eV. Its net charge is +1. The calculation puts the energy relative to the best compared isomer or geometry (same formula, charge and spin) at 108.2 kcal per mole. As for the SMILES: C=NC#S(C)=[NH2+].

=====

Computed, not measured: a structure of composition C38H41GeN2O4PV, with ωB97M-V/def2-TZVPD.

XYZ file:
```
88
Properties=species:S:1:pos:R:3:mulliken_charge:R:1
V 2.22351 -0.26242 -0.01862 0.27
O 2.21524 0.06578 3.58583 -0.60
C 2.40876 -0.70095 2.69405 0.54
O 3.12119 -0.40159 1.58113 -0.71
C 1.87245 -2.12759 2.62875 -1.30
P 1.65855 -2.52826 0.84852 2.72
C 3.01379 -3.64791 0.39506 0.28
C 2.86077 -4.48089 -0.71328 -0.64
C 3.91551 -5.26614 -1.14939 -0.78
C 5.13720 -5.21886 -0.49228 -0.57
C 5.29939 -4.38920 0.60711 -0.64
C 4.24192 -3.60583 1.05169 -0.76
C 0.15013 -3.51310 0.74906 0.14
C -1.03269 -2.88881 0.36178 0.08
C -2.21977 -3.60734 0.34301 -0.66
C -2.22772 -4.94320 0.71240 -0.65
C -1.05003 -5.56724 1.10704 -0.72
C 0.13745 -4.85643 1.12557 -0.43
H 0.91170 -2.18439 3.14261 0.44
H 2.56083 -2.81527 3.12531 0.57
H 1.90644 -4.53667 -1.22437 0.51
H 3.78278 -5.91992 -1.99997 0.43
H 5.95870 -5.83426 -0.83144 0.43
H 6.24690 -4.35370 1.12684 0.46
H 4.38771 -2.95667 1.90661 0.31
H -1.04293 -1.83598 0.09639 -0.15
H -3.13848 -3.12138 0.04192 0.50
H -3.15379 -5.50144 0.69644 0.41
H -1.05905 -6.60753 1.40114 0.43
H 1.05309 -5.34812 1.42870 0.48
N 1.16198 -0.70034 -1.86911 0.06
C 1.86307 -1.29587 -3.02846 -0.54
C 3.25833 -0.71624 -3.21465 -0.81
C 4.29546 -1.29283 -2.26462 -0.47
N 4.14956 -0.76992 -0.88907 -0.41
H 0.29281 -1.20634 -1.70749 0.02
H 0.86053 0.24240 -2.12257 -0.32
H 1.26451 -1.14379 -3.93020 0.44
H 1.92716 -2.37383 -2.85538 0.35
H 3.22258 0.37366 -3.11597 0.26
H 3.58043 -0.92096 -4.23685 0.45
H 5.30330 -1.09007 -2.63476 0.46
H 4.18129 -2.37821 -2.20636 0.11
H 4.61194 0.13677 -0.82280 0.36
H 4.64520 -1.37812 -0.24121 0.23
O 2.29096 1.61188 -0.63697 -0.73
C 1.31857 1.92202 0.15493 1.41
O 0.69189 0.96042 0.67046 -0.21
C 1.00636 3.34543 0.46723 -1.20
C -0.16265 3.44603 1.42842 -1.23
Ge -1.90344 3.02051 0.60858 2.32
C -1.81635 1.80967 -0.93311 0.09
C -2.70753 0.74346 -1.02739 -0.64
C -2.75704 -0.05038 -2.16913 -0.75
C -1.90000 0.19604 -3.22982 -0.39
C -1.00354 1.25674 -3.15359 -1.11
C -0.97219 2.05561 -2.01926 0.11
C -3.02142 2.24596 1.99674 -0.36
C -4.29053 2.74392 2.27805 -0.44
C -5.05969 2.19030 3.29272 -0.64
C -4.56603 1.13117 4.03776 -0.45
C -3.30163 0.62503 3.76880 -0.83
C -2.53604 1.18130 2.75592 0.15
C -2.67067 4.68963 -0.05655 -0.17
C -2.71307 5.81323 0.76996 -0.34
C -3.27307 7.00319 0.33259 -0.76
C -3.80302 7.08877 -0.94699 -0.45
C -3.77449 5.98151 -1.77960 -0.69
C -3.21397 4.79186 -1.33517 -0.15
H 0.80363 3.86093 -0.47655 0.29
H 1.93908 3.78156 0.84174 0.50
H -0.26978 4.46914 1.79277 0.71
H 0.00445 2.80721 2.29453 0.44
H -3.38847 0.53979 -0.20905 0.48
H -3.48758 -0.84795 -2.23645 0.43
H -1.95265 -0.40890 -4.12602 0.43
H -0.36264 1.48506 -3.99802 0.46
H -0.30132 2.90910 -2.00302 0.42
H -4.68528 3.57257 1.70186 0.34
H -6.04370 2.58803 3.50254 0.41
H -5.16280 0.70359 4.83239 0.39
H -2.91055 -0.19657 4.35451 0.43
H -1.54469 0.78301 2.56299 0.32
H -2.31697 5.76457 1.77844 0.31
H -3.29955 7.86212 0.98942 0.40
H -4.24050 8.01607 -1.29144 0.39
H -4.19242 6.04212 -2.77557 0.40
H -3.20732 3.93424 -1.99778 0.31
```

Its HOMO-LUMO gap (spin up / spin down) is 8.17 / 8.60 eV. Its net charge is +1. As for the multiplicity: 3. The calculation puts the energy relative to the best compared isomer or geometry (same formula, charge and spin) at 0.0 kcal per mole.